Record 1
{
  "formula": "C32H54AuBN6",
  "method": "the ωB97M-V functional and the def2-TZVPD basis",
  "homo_lumo_gap_ha": [0.3360, 0.2172],
  "e_lumo_ev": [-4.46, -8.19],
  "total_charge": 2,
  "multiplicity": 3,
  "e_tot_ha": -1740.3703,
  "fmax_ev_per_a": 1.77,
  "elements": ["Au", "N", "C", "C", "N", "C", "C", "N", "C", "C", "N", "H", "H", "H", "H", "H", "H", "H", "H", "H", "H", "H", "H", "H", "H", "H", "H", "H", "H", "C", "C", "C", "C", "C", "C", "C", "C", "C", "C", "C", "C", "N", "B", "N", "C", "C", "C", "C", "C", "C", "C", "C", "C", "C", "C", "C", "C", "C", "H", "H", "H", "H", "H", "H", "H", "H", "H", "H", "H", "H", "H", "H", "H", "H", "H", "H", "H", "H", "H", "H", "H", "H", "H", "H", "H", "H", "H", "H", "H", "H", "H", "H", "H", "H"],
  "positions_angstrom": [[-0.21120, -0.03170, 0.18740], [2.14090, 0.49850, 0.68030], [2.23560, 1.21290, 1.95080], [1.16150, 0.73870, 2.93640], [-0.18820, 1.03770, 2.48220], [-0.48640, 2.46660, 2.47330], [-1.19250, 2.92640, 1.19100], [-0.54740, 2.35370, 0.00550], [-1.18940, 0.22450, 3.15240], [-2.57400, 0.27900, 2.49050], [-2.51220, -0.02050, 1.05950], [2.61030, -0.40220, 0.72590], [2.57030, 1.02060, -0.07560], [2.11780, 2.27810, 1.75350], [3.21110, 1.06710, 2.42760], [1.35300, 1.19770, 3.91620], [1.23930, -0.34570, 3.05250], [0.44730, 3.02180, 2.56470], [-1.10160, 2.73700, 3.33910], [-1.19070, 4.02260, 1.18090], [-2.23140, 2.60650, 1.18960], [0.37590, 2.76180, -0.10490], [-1.07610, 2.60690, -0.82420], [-1.30810, 0.52960, 4.20140], [-0.83770, -0.80860, 3.13100], [-3.00310, 1.26950, 2.64410], [-3.20910, -0.44250, 3.01240], [-3.04510, 0.64610, 0.51460], [-2.86340, -0.94940, 0.84490], [4.45320, -4.35850, 0.65090], [4.02490, -2.90750, 0.93480], [2.95260, -2.87680, 2.02350], [3.72070, -2.17310, -0.36240], [4.79510, -1.47810, -0.91810], [4.69080, -0.79050, -2.11110], [3.48900, -0.78100, -2.79550], [2.38610, -1.45230, -2.29320], [1.14250, -1.58210, -3.14790], [0.60570, -0.23500, -3.62440], [1.45290, -2.48900, -4.34440], [2.49840, -2.12500, -1.06080], [1.32190, -2.72890, -0.55110], [0.09320, -2.08600, -0.09890], [-0.75440, -3.21470, 0.25700], [-0.06600, -4.35850, 0.05490], [1.18360, -4.06550, -0.44880], [-2.07630, -3.23810, 0.76820], [-2.32010, -3.64780, 2.08990], [-3.62540, -3.55360, 2.55990], [-4.65790, -3.13210, 1.74150], [-4.41300, -2.81140, 0.41520], [-3.12070, -2.85080, -0.09420], [-2.84480, -2.62290, -1.56540], [-3.57560, -1.41790, -2.15050], [-3.19330, -3.90070, -2.34100], [-1.24660, -4.24510, 2.96960], [-1.21270, -3.65760, 4.38090], [-1.46640, -5.76340, 3.04570], [5.10820, -4.71130, 1.44420], [4.99520, -4.42760, -0.28960], [3.59240, -5.02120, 0.60850], [4.90660, -2.40720, 1.35130], [2.06890, -3.44590, 1.75110], [2.65510, -1.85790, 2.27130], [3.36290, -3.32790, 2.92350], [5.74620, -1.49080, -0.40680], [5.54940, -0.28050, -2.51760], [3.42480, -0.28300, -3.75000], [0.35480, -2.06150, -2.55600], [1.34150, 0.29450, -4.22070], [0.32350, 0.38940, -2.77640], [-0.26900, -0.39270, -4.25010], [2.14750, -1.99840, -5.02020], [0.54450, -2.70960, -4.89870], [1.89680, -3.42890, -4.02460], [-0.49360, -5.32630, 0.23220], [1.94030, -4.75260, -0.77830], [-3.84560, -3.83580, 3.57710], [-5.66720, -3.09710, 2.12340], [-5.24010, -2.55320, -0.22690], [-1.76850, -2.43780, -1.68830], [-4.65370, -1.53570, -2.10220], [-3.30480, -1.31170, -3.19790], [-3.29190, -0.50380, -1.63170], [-4.25440, -4.12390, -2.25350], [-2.63260, -4.75430, -1.96280], [-2.95570, -3.77140, -3.39480], [-0.26460, -4.06870, 2.51510], [-2.12350, -3.87290, 4.93020], [-1.07500, -2.57960, 4.35870], [-0.38770, -4.09670, 4.93570], [-2.35790, -5.99440, 3.62060], [-0.61850, -6.24070, 3.52870], [-1.58960, -6.20260, 2.05900]],
  "mulliken_spin": [0.66, 0.15, -0.01, 0.00, 0.01, 0.00, 0.00, 0.01, -0.02, 0.00, 0.14, -0.02, -0.01, 0.00, 0.00, 0.00, 0.00, 0.00, 0.00, 0.00, 0.00, 0.00, 0.00, 0.00, 0.01, 0.00, 0.00, -0.01, -0.03, 0.00, -0.01, 0.01, -0.01, 0.00, 0.00, -0.01, -0.02, 0.05, -0.01, 0.00, 0.03, 0.09, 0.20, 0.09, 0.28, 0.32, -0.03, -0.01, 0.00, 0.00, 0.00, 0.04, -0.01, 0.00, 0.00, 0.03, 0.00, 0.00, 0.00, 0.00, 0.00, 0.00, 0.03, -0.02, 0.00, 0.00, 0.00, 0.00, 0.01, 0.00, 0.01, 0.00, 0.00, 0.00, 0.00, -0.01, -0.02, 0.00, 0.00, 0.00, 0.02, 0.00, 0.00, 0.00, 0.00, 0.00, 0.00, 0.01, 0.00, 0.00, 0.00, 0.00, 0.00, 0.00]
}

Record 2
{
  "formula": "C32H54BClN4O7S",
  "method": "the ωB97M-V functional and the def2-TZVPD basis",
  "homo_lumo_gap_ha": [0.2968, 0.3020],
  "e_lumo_ev": [-0.74, -0.74],
  "multiplicity": 3,
  "e_tot_ha": -2880.3311,
  "fmax_ev_per_a": 5.90,
  "elements": ["C", "N", "C", "B", "O", "C", "C", "C", "C", "C", "C", "C", "O", "N", "C", "C", "C", "C", "S", "O", "O", "Cl", "C", "O", "H", "H", "H", "H", "H", "H", "H", "H", "H", "H", "H", "H", "H", "H", "H", "H", "H", "H", "C", "C", "C", "C", "C", "C", "N", "O", "C", "C", "C", "H", "H", "H", "H", "H", "H", "H", "H", "H", "H", "H", "H", "H", "H", "H", "H", "H", "H", "C", "C", "C", "C", "C", "C", "N", "O", "C", "C", "C", "H", "H", "H", "H", "H", "H", "H", "H", "H", "H", "H", "H", "H", "H", "H", "H", "H", "H"],
  "positions_angstrom": [[5.01228, -1.54750, -0.97146], [4.01392, -2.01238, -1.99173], [4.34174, -3.36106, -2.55134], [3.76376, -0.99491, -3.04700], [4.11600, -1.11797, -4.44165], [2.96885, 0.36482, -2.57183], [3.68224, 1.73287, -2.29844], [2.87767, 2.99532, -1.81363], [1.32291, 2.91009, -1.59415], [0.66818, 1.55296, -1.91362], [1.44206, 0.29097, -2.38396], [0.39908, -0.89261, -2.56479], [0.62293, -1.90264, -3.26507], [-0.75973, -0.44686, -1.80566], [-1.08645, -1.06077, -0.49752], [-0.30695, -2.39018, -0.09962], [-0.94833, -3.76715, -0.60848], [-1.61685, -3.74026, -2.05810], [-0.76999, -4.91968, -3.24936], [0.72487, -4.96338, -3.03793], [-1.31308, -6.32091, -3.14492], [-1.12183, -4.27156, -5.20672], [-0.83544, 1.04147, -1.83657], [-1.86642, 1.75931, -1.80004], [4.43734, -1.26096, -0.01114], [5.81269, -2.32062, -0.71891], [5.45882, -0.55662, -1.36466], [4.82296, -4.01060, -1.73989], [3.34842, -3.86321, -2.86397], [5.00781, -3.33770, -3.48585], [3.58874, -1.89822, -4.75678], [4.81058, 1.81656, -2.44039], [3.41254, 3.98689, -1.59271], [0.69319, 3.78209, -1.23064], [-2.21548, -1.32077, -0.51360], [-0.96622, -0.29939, 0.36047], [-0.33893, -2.44249, 1.05707], [0.80995, -2.41086, -0.35570], [-1.71172, -4.23001, 0.12032], [-0.08032, -4.53166, -0.65412], [-1.67123, -2.72703, -2.57178], [-2.69296, -4.14704, -1.95188], [-4.19541, 6.18698, -3.97578], [-3.53634, 5.69754, -2.65533], [-4.51664, 4.84974, -1.80136], [-5.52716, 5.63554, -0.97444], [-4.85116, 6.76768, -0.21078], [-4.02140, 7.67555, -1.13941], [-3.02000, 6.89902, -1.93284], [-2.03916, 6.49170, -1.08485], [-4.99766, 8.44327, -2.06800], [-3.35745, 8.79875, -0.30903], [-2.43008, 4.71518, -3.12458], [-3.97171, 7.23505, -4.18796], [-3.81210, 5.65427, -4.85194], [-5.28115, 6.05909, -3.97398], [-3.94005, 4.23342, -1.10058], [-5.05446, 4.14466, -2.44542], [-6.32278, 6.02393, -1.61980], [-6.01891, 4.96240, -0.26367], [-5.61201, 7.35556, 0.31331], [-4.21226, 6.34157, 0.57363], [-4.46196, 9.10754, -2.75056], [-5.67658, 9.06569, -1.47187], [-5.64522, 7.79698, -2.65842], [-2.68900, 8.41526, 0.46752], [-4.11398, 9.40027, 0.20354], [-2.78120, 9.47181, -0.94996], [-1.64975, 5.23014, -3.69416], [-2.85712, 3.94245, -3.77121], [-1.95717, 4.18782, -2.29361], [3.95608, -5.07520, 5.51318], [3.21056, -3.86045, 4.89213], [2.17969, -3.25036, 5.87951], [0.84643, -3.98121, 5.98343], [0.28141, -4.29260, 4.60316], [1.29566, -5.04602, 3.72082], [2.59385, -4.31310, 3.60926], [2.39047, -3.21818, 2.82999], [1.50134, -6.46220, 4.31812], [0.66967, -5.32785, 2.33577], [4.31642, -2.78420, 4.71989], [4.04295, -5.91044, 4.81456], [4.99376, -4.83770, 5.76854], [3.47731, -5.43741, 6.42670], [1.95675, -2.22062, 5.57361], [2.62361, -3.17503, 6.87880], [0.96338, -4.89851, 6.57067], [0.13231, -3.36045, 6.53543], [-0.63637, -4.87987, 4.71180], [-0.02115, -3.35509, 4.11827], [2.21304, -7.04564, 3.72900], [0.55234, -7.01261, 4.32284], [1.83651, -6.45975, 5.35411], [0.38015, -4.41570, 1.80675], [-0.23924, -5.92888, 2.43462], [1.36222, -5.88386, 1.69768], [5.07152, -3.09621, 3.99183], [4.82592, -2.60913, 5.67259], [3.91570, -1.81698, 4.40628]],
  "mulliken_spin": [0.00, 0.00, 0.00, 0.00, 0.00, 0.00, 0.00, 0.00, 0.00, 0.00, 0.00, 0.00, 0.00, 0.00, 0.00, 0.00, 0.00, 0.00, 0.00, 0.00, 0.00, 0.00, 0.00, 0.00, 0.00, 0.00, 0.00, 0.00, 0.00, 0.00, 0.00, 0.00, 0.00, 0.00, 0.00, 0.00, 0.00, 0.00, 0.00, 0.00, 0.00, 0.00, 0.01, 0.03, 0.02, -0.02, 0.02, 0.03, 0.31, 0.61, 0.01, -0.01, -0.02, -0.01, 0.00, 0.00, 0.00, 0.00, 0.00, 0.00, 0.00, 0.00, 0.00, 0.00, 0.00, 0.00, 0.00, 0.00, 0.00, 0.00, 0.01, 0.02, 0.02, 0.02, -0.02, 0.02, 0.04, 0.32, 0.61, 0.01, -0.04, -0.01, -0.01, 0.00, 0.00, 0.00, 0.00, 0.00, 0.00, 0.00, 0.00, -0.01, 0.00, 0.00, 0.02, 0.00, 0.00, 0.00, 0.00, 0.00]
}

- Which formula does entry 1 have?
  C32H54AuBN6